(1)
Below is a cluster of 2 separate species, C3H8O2 in total, with properties calculated with wB97M-V/def2-TZVPD.

Properties
- HOMO (eV) = -9.78
- SMILES = C=CO.CO

```
! wB97M-V def2-TZVPD RIJCOSX def2/J DEFGRID3
* xyz 0 1
C 0.936 1.172 -1.412
C -0.119 0.404 -1.808
O -0.489 -1.001 -1.345
H 1.119 2.064 -2.008
H 1.663 0.925 -0.615
H -0.705 0.672 -2.700
H -0.004 -1.665 -1.919
C -0.406 -0.151 2.239
O -0.035 -1.388 1.433
H 0.250 0.684 1.928
H 0.015 -0.434 3.210
H -1.439 0.181 2.197
H -0.788 -1.463 0.802
*
```

Results of the natural (NBO) charge analysis, in e, for atoms 1 through 2: -0.451, 0.120

(2)
Below is the molecule C3H8O2, with properties calculated with wB97M-V/def2-TZVPD.

Properties
- HOMO (eV) = -10.13
- SMILES = OCCCO

```
! wB97M-V def2-TZVPD RIJCOSX def2/J DEFGRID3
* xyz 0 1
O 1.378 -0.526 -2.017
C 0.669 0.166 -0.997
C -0.007 -0.707 0.060
C -0.469 0.111 1.296
O -1.457 1.025 0.834
H 0.730 -0.677 -2.778
H -0.085 0.838 -1.419
H 1.470 0.788 -0.549
H 0.711 -1.390 0.567
H -0.838 -1.292 -0.369
H 0.429 0.582 1.740
H -0.861 -0.508 2.057
H -1.671 1.591 1.575
*
```

Results of the natural (NBO) charge analysis, in e, for atoms 1 through 2: -0.718, -0.067

(3)
Below is a cluster of 2 separate species, C3H8O2 in total, with properties calculated with wB97M-V/def2-TZVPD.

Properties
- HOMO (eV) = -10.09
- SMILES = CCC=O.O

```
! wB97M-V def2-TZVPD RIJCOSX def2/J DEFGRID3
* xyz 0 1
C -1.284 -0.119 0.497
C -0.759 0.541 -0.766
C 0.231 -0.296 -1.526
O 1.150 -0.882 -1.008
H -0.527 -0.175 1.278
H -2.092 0.470 0.921
H -1.657 -1.122 0.291
H -0.205 1.444 -0.475
H -1.560 0.880 -1.422
H 0.074 -0.455 -2.608
O 2.294 0.306 1.552
H 2.730 -0.342 2.132
H 1.604 -0.250 1.135
*
```

Results of the natural (NBO) charge analysis, in e, for atoms 1 through 2: -0.597, -0.522

Which of them is least stable? Easy: (1).

(1)
Below is the molecule C3H8O2, with properties calculated with wB97M-V/def2-TZVPD.

Properties
- HOMO (eV) = -7.69

```
! wB97M-V def2-TZVPD RIJCOSX def2/J DEFGRID3
* xyz 0 1
C -1.911 0.326 -0.442
C 0.115 -0.482 0.864
O -0.573 -0.111 -0.721
C 1.423 0.207 0.744
O 2.377 -0.295 -0.208
H -1.806 1.256 0.112
H -2.410 -0.404 0.198
H -2.446 0.488 -1.383
H 0.292 -1.550 0.639
H -0.596 -0.920 -1.253
H 1.283 1.290 0.601
H 1.858 0.082 1.747
H 2.383 0.315 -0.952
*
```

Results of the natural (NBO) charge analysis, in e, for atoms 1 through 2: -0.247, -0.275

(2)
Below is a cluster of 2 separate species, C3H8O2 in total, with properties calculated with wB97M-V/def2-TZVPD.

Properties
- HOMO (eV) = -10.20
- SMILES = CCC=O.O

```
! wB97M-V def2-TZVPD RIJCOSX def2/J DEFGRID3
* xyz 0 1
C 0.038 -1.710 0.085
C -0.598 -0.292 0.041
C 0.392 0.375 0.938
O 1.296 1.111 0.603
H -0.126 -2.207 -0.862
H -0.356 -2.310 0.904
H 1.134 -1.708 0.232
H -0.645 0.148 -0.962
H -1.618 -0.233 0.458
H 0.380 -0.044 1.962
O -0.343 2.411 -1.044
H 0.371 2.127 -0.449
H 0.076 2.330 -1.906
*
```

Results of the natural (NBO) charge analysis, in e, for atoms 1 through 2: -0.614, -0.519

Which of them is least stable? Easy: (1).

(1)
Below is a structure of composition C40H54CsN7O4SSi3, with properties calculated with wB97M-V/def2-TZVPD.

Properties
- HOMO (eV) = -1.05

```
! wB97M-V def2-TZVPD RIJCOSX def2/J DEFGRID3
* xyz -2 1
Cs 0.287 -0.900 0.102
C 1.796 -3.298 -3.782
C 1.543 -3.131 -2.283
O 1.350 -1.954 -1.868
C 1.525 -4.304 -1.516
C 1.244 -4.424 -0.097
C 1.229 -5.821 0.484
N 1.006 -3.396 0.654
N 0.761 -3.702 2.018
C 0.161 -2.764 2.703
O -0.352 -1.640 2.348
C 0.064 -3.113 4.186
C -0.355 -2.120 5.063
C -0.463 -2.358 6.431
C -0.160 -3.612 6.944
C 0.252 -4.618 6.071
C 0.365 -4.370 4.710
H 1.966 -2.318 -4.228
H 0.927 -3.750 -4.268
H 2.659 -3.942 -3.972
H 1.714 -5.230 -2.047
H 1.460 -6.559 -0.287
H 0.257 -6.047 0.925
H 1.952 -5.897 1.298
H -0.597 -1.158 4.632
H -0.784 -1.563 7.096
H -0.244 -3.808 8.007
H 0.489 -5.603 6.457
H 0.693 -5.136 4.016
N -4.639 1.260 1.960
C -5.798 0.770 1.338
C -7.044 1.019 1.886
C -8.198 0.542 1.268
C -8.099 -0.206 0.112
C -6.841 -0.466 -0.431
C -5.693 0.034 0.159
S -4.116 -0.237 -0.591
N -3.019 0.180 0.624
C -3.359 0.818 1.653
C -2.316 1.123 2.706
C -2.640 1.084 4.052
C -1.631 1.320 4.979
C -0.354 1.572 4.523
C -0.133 1.585 3.152
N -1.098 1.379 2.263
H -4.752 1.779 2.813
H -7.115 1.599 2.800
H -9.165 0.759 1.703
H -8.987 -0.591 -0.372
H -6.752 -1.055 -1.337
H -3.638 0.818 4.381
H -1.844 1.272 6.040
H 0.472 1.731 5.205
H 0.862 1.751 2.751
C -2.267 3.786 -0.691
O -1.270 2.935 -1.169
Si -0.855 2.847 -2.811
C -1.110 4.631 -3.394
C -2.272 1.923 -3.626
C 0.735 2.193 -3.064
Si 1.120 1.367 -4.590
C -0.030 -0.045 -5.075
C 1.099 2.511 -6.104
C 2.838 0.585 -4.633
Si 2.061 2.748 -2.051
C 1.569 3.489 -0.389
C 3.337 1.412 -1.585
C 3.131 4.095 -2.852
H -2.136 4.820 -1.036
H -2.227 3.789 0.399
H -3.273 3.461 -0.997
H -2.160 4.949 -3.392
H -0.724 4.709 -4.417
H -0.539 5.333 -2.773
H -3.218 2.291 -3.212
H -2.214 0.848 -3.439
H -2.292 2.083 -4.710
H -0.995 0.318 -5.435
H -0.205 -0.692 -4.209
H 0.424 -0.650 -5.870
H 0.081 2.889 -6.265
H 1.427 2.013 -7.026
H 1.745 3.378 -5.922
H 2.975 -0.058 -3.762
H 3.634 1.338 -4.629
H 2.954 -0.030 -5.532
H 1.065 2.733 0.223
H 0.871 4.327 -0.489
H 2.468 3.842 0.134
H 2.908 0.409 -1.681
H 3.667 1.537 -0.548
H 4.222 1.451 -2.231
H 2.496 4.944 -3.130
H 3.579 3.704 -3.774
H 3.942 4.462 -2.205
N 6.182 3.607 -0.282
C 5.513 3.596 0.913
O 5.257 4.604 1.539
C 5.129 2.225 1.410
C 5.823 1.084 1.068
C 5.377 -0.141 1.531
C 4.223 -0.170 2.296
N 3.545 0.927 2.631
C 4.008 2.105 2.214
H 6.239 4.528 -0.692
H 5.976 2.862 -0.930
H 6.709 1.140 0.445
H 5.885 -1.060 1.273
H 3.795 -1.116 2.613
H 3.436 2.991 2.464
*
```

Results of the Löwdin charge analysis, in e, for atoms 1 through 2: 1.276, -0.049

(2)
Below is a structure of composition C40H54CsN7O4SSi3, with properties calculated with wB97M-V/def2-TZVPD.

Properties
- HOMO (eV) = -0.98

```
! wB97M-V def2-TZVPD RIJCOSX def2/J DEFGRID3
* xyz -2 1
Cs -0.584 -0.186 -1.771
C -1.964 3.926 -4.737
C -0.809 2.912 -4.831
O 0.324 3.389 -5.065
C -1.200 1.568 -4.654
C -0.369 0.407 -4.673
C 1.106 0.545 -4.963
N -0.741 -0.812 -4.368
N -2.091 -0.904 -4.006
C -2.449 -2.048 -3.463
O -1.767 -3.068 -3.159
C -3.915 -2.061 -3.050
C -4.384 -3.122 -2.282
C -5.700 -3.156 -1.836
C -6.573 -2.126 -2.159
C -6.116 -1.064 -2.934
C -4.801 -1.031 -3.374
H -1.551 4.910 -4.510
H -2.698 3.644 -3.978
H -2.485 3.981 -5.698
H -2.253 1.391 -4.489
H 1.287 0.494 -6.041
H 1.640 -0.287 -4.497
H 1.485 1.508 -4.624
H -3.679 -3.905 -2.034
H -6.041 -3.983 -1.224
H -7.598 -2.146 -1.805
H -6.790 -0.253 -3.190
H -4.423 -0.211 -3.971
N 3.612 2.638 0.870
C 4.906 2.123 0.980
C 5.626 2.289 2.153
C 6.915 1.780 2.269
C 7.498 1.125 1.200
C 6.780 0.967 0.018
C 5.485 1.443 -0.092
S 4.549 1.130 -1.562
N 3.137 2.044 -1.380
C 2.848 2.614 -0.283
C 1.556 3.369 -0.185
C 1.548 4.704 0.196
C 0.327 5.360 0.265
C -0.827 4.654 -0.011
C -0.716 3.313 -0.355
N 0.450 2.688 -0.459
H 3.119 2.855 1.720
H 5.164 2.809 2.984
H 7.456 1.903 3.198
H 8.503 0.731 1.278
H 7.225 0.451 -0.826
H 2.476 5.220 0.406
H 0.283 6.407 0.537
H -1.803 5.116 0.055
H -1.598 2.699 -0.513
C -4.000 1.032 -0.012
O -2.740 0.750 0.548
Si -2.443 0.671 2.218
C -4.136 0.286 2.996
C -2.167 2.468 2.763
C -1.123 -0.451 2.611
Si -1.474 -2.205 2.330
C -2.781 -2.512 0.998
C -0.001 -3.273 1.783
C -2.139 -3.098 3.876
Si 0.246 0.054 3.648
C -0.213 0.676 5.390
C 1.501 -1.320 4.012
C 1.332 1.446 2.933
H -4.760 0.309 0.303
H -3.925 0.974 -1.101
H -4.356 2.037 0.257
H -4.899 1.026 2.731
H -4.014 0.303 4.084
H -4.516 -0.703 2.728
H -2.958 3.105 2.351
H -1.207 2.863 2.429
H -2.206 2.558 3.852
H -2.396 -2.329 -0.010
H -3.682 -1.905 1.106
H -3.087 -3.564 1.029
H 0.642 -2.732 1.085
H -0.368 -4.167 1.269
H 0.614 -3.600 2.625
H -3.086 -2.650 4.194
H -1.434 -2.999 4.708
H -2.306 -4.167 3.696
H -0.719 -0.123 5.940
H -0.894 1.530 5.352
H 0.674 0.976 5.962
H 1.033 -2.182 4.495
H 2.272 -0.934 4.688
H 1.993 -1.677 3.104
H 0.799 2.400 2.874
H 1.633 1.164 1.920
H 2.232 1.585 3.546
N 5.498 -2.169 -0.130
C 4.982 -3.401 -0.385
O 5.640 -4.415 -0.207
C 3.602 -3.442 -0.955
C 3.108 -4.642 -1.456
C 1.831 -4.676 -1.981
C 1.068 -3.510 -1.997
N 1.537 -2.360 -1.510
C 2.763 -2.336 -1.002
H 6.392 -2.127 0.324
H 4.986 -1.318 -0.286
H 3.739 -5.520 -1.418
H 1.412 -5.591 -2.378
H 0.058 -3.480 -2.412
H 3.068 -1.375 -0.600
*
```

Results of the Löwdin charge analysis, in e, for atoms 1 through 2: 1.145, -0.065

(3)
Below is a structure of composition C40H54CsN7O4SSi3, with properties calculated with wB97M-V/def2-TZVPD.

Properties
- HOMO (eV) = -0.82

```
! wB97M-V def2-TZVPD RIJCOSX def2/J DEFGRID3
* xyz -2 1
Cs 2.122 1.048 -0.082
C 4.948 -1.172 -2.876
C 4.789 -0.272 -1.647
O 3.972 0.688 -1.751
C 5.560 -0.608 -0.532
C 5.454 -0.064 0.810
C 6.420 -0.583 1.850
N 4.518 0.768 1.125
N 4.461 1.131 2.479
C 3.444 1.914 2.757
O 2.567 2.445 1.998
C 3.311 2.180 4.248
C 4.082 1.525 5.208
C 3.898 1.780 6.558
C 2.937 2.695 6.980
C 2.166 3.350 6.032
C 2.353 3.091 4.679
H 4.110 -0.993 -3.549
H 4.979 -2.230 -2.607
H 5.873 -0.936 -3.413
H 6.265 -1.419 -0.684
H 7.172 -1.224 1.388
H 5.882 -1.147 2.616
H 6.906 0.241 2.373
H 4.815 0.810 4.860
H 4.501 1.253 7.290
H 2.785 2.881 8.038
H 1.402 4.054 6.346
H 1.751 3.573 3.919
N -2.401 2.627 -4.240
C -3.307 1.797 -4.913
C -4.234 2.340 -5.785
C -5.155 1.522 -6.435
C -5.154 0.161 -6.198
C -4.218 -0.382 -5.321
C -3.282 0.421 -4.693
S -2.064 -0.314 -3.649
N -1.240 0.996 -2.961
C -1.479 2.191 -3.300
C -0.774 3.321 -2.590
C -1.501 4.463 -2.273
C -0.868 5.476 -1.566
C 0.458 5.317 -1.220
C 1.104 4.142 -1.589
N 0.503 3.159 -2.253
H -2.370 3.594 -4.504
H -4.236 3.410 -5.958
H -5.871 1.962 -7.118
H -5.877 -0.483 -6.682
H -4.210 -1.448 -5.126
H -2.551 4.537 -2.521
H -1.417 6.362 -1.273
H 0.991 6.064 -0.648
H 2.147 3.983 -1.334
C -0.996 2.846 1.775
O -1.153 1.478 1.550
Si -1.580 0.327 2.714
C -0.276 0.504 4.061
C -3.164 1.034 3.490
C -1.779 -1.278 1.978
Si -3.014 -1.435 0.693
C -4.690 -2.109 1.298
C -2.604 -2.590 -0.762
C -3.465 0.191 -0.171
Si -0.915 -2.690 2.645
C 0.968 -2.552 2.735
C -1.184 -4.307 1.688
C -1.437 -3.182 4.408
H -1.914 3.312 2.165
H -0.751 3.334 0.825
H -0.172 3.055 2.468
H -0.394 1.456 4.586
H 0.731 0.497 3.638
H -0.336 -0.292 4.805
H -2.981 1.960 4.046
H -3.583 0.298 4.182
H -3.922 1.242 2.731
H -4.559 -3.106 1.731
H -5.441 -2.178 0.503
H -5.078 -1.459 2.088
H -2.674 -3.644 -0.487
H -1.596 -2.402 -1.143
H -3.314 -2.401 -1.574
H -3.923 0.908 0.514
H -4.171 -0.008 -0.986
H -2.571 0.666 -0.579
H 1.400 -2.395 1.743
H 1.409 -3.461 3.160
H 1.287 -1.712 3.351
H -0.832 -4.236 0.657
H -2.241 -4.589 1.659
H -0.632 -5.111 2.186
H -1.177 -2.406 5.131
H -0.958 -4.113 4.730
H -2.523 -3.315 4.447
N -0.500 -3.546 -5.916
C 0.379 -2.604 -5.424
O 0.782 -1.686 -6.106
C 0.780 -2.801 -3.996
C 0.866 -4.050 -3.398
C 1.201 -4.125 -2.057
C 1.390 -2.938 -1.362
N 1.287 -1.737 -1.923
C 1.028 -1.673 -3.221
H -0.923 -3.288 -6.793
H -1.096 -4.016 -5.256
H 0.701 -4.951 -3.977
H 1.294 -5.075 -1.549
H 1.609 -2.951 -0.300
H 0.979 -0.686 -3.664
*
```

Results of the Löwdin charge analysis, in e, for atoms 1 through 2: 1.261, -0.060

Which of them is least stable? Easy: (1).